C28H32F4N4O8 | ωB97M-V/def2-TZVPD

Each line ends with the Löwdin charge.
Element x y z (Å)
C1 13.409 11.780 15.511  0.05
N1 14.053 10.442 15.737  -0.45
O1 13.478 9.480 15.293  0.06
O2 15.113 10.435 16.321  0.07
H1 12.601 11.651 14.819  0.08
H2 14.213 12.477 15.353  0.09
H3 13.003 12.084 16.470  0.10
C2 7.021 14.834 4.899  0.06
N2 7.960 15.298 6.013  -0.44
O3 7.446 15.775 7.005  0.06
O4 9.142 15.176 5.765  0.05
H4 6.851 15.705 4.283  0.10
H5 6.093 14.598 5.394  0.08
H6 7.499 13.911 4.550  0.10
C3 13.346 9.633 12.179  0.05
N3 12.292 10.293 11.422  -0.42
O5 11.150 10.346 11.871  0.07
O6 12.593 10.792 10.364  0.04
H7 13.861 8.977 11.568  0.08
H8 12.777 9.012 12.877  0.10
H9 13.913 10.460 12.618  0.09
C4 10.246 12.910 8.996  0.07
N4 8.769 12.756 9.370  -0.43
O7 8.537 12.753 10.548  0.06
O8 7.925 12.656 8.505  0.05
H10 10.768 12.151 9.610  0.08
H11 10.629 13.890 9.221  0.07
H12 10.366 12.784 7.922  0.08
F1 12.155 10.326 6.415  0.04
C5 13.045 11.338 6.657  -0.27
C6 14.141 10.916 7.420  -0.01
C7 15.079 11.889 7.689  -0.06
C8 14.875 13.263 7.299  -0.07
C9 13.750 13.571 6.506  -0.10
C10 12.882 12.594 6.162  -0.05
H13 14.214 9.895 7.697  0.11
H14 15.899 11.647 8.315  0.09
H15 15.506 14.089 7.590  0.10
H16 13.682 14.568 6.098  0.11
H17 11.993 12.746 5.579  0.12
F2 14.370 12.468 12.298  0.03
C11 14.411 13.723 11.787  -0.28
C12 14.794 14.807 12.514  -0.02
C13 14.746 16.106 11.887  -0.06
C14 14.153 16.273 10.655  -0.09
C15 13.704 15.122 9.974  -0.08
C16 13.847 13.852 10.519  -0.02
H18 15.143 14.781 13.562  0.13
H19 15.068 17.065 12.316  0.11
H20 14.096 17.180 10.138  0.09
H21 13.204 15.223 8.973  0.11
H22 13.504 12.996 9.976  0.09
F3 11.709 15.394 16.150  0.06
C17 11.073 14.581 15.291  -0.28
C18 9.904 13.921 15.784  -0.01
C19 9.183 13.095 14.963  -0.05
C20 9.661 12.911 13.645  -0.06
C21 10.874 13.454 13.240  -0.09
C22 11.580 14.278 14.066  -0.06
H23 9.591 14.137 16.794  0.11
H24 8.308 12.647 15.291  0.08
H25 9.118 12.290 12.993  0.07
H26 11.326 13.123 12.334  0.09
H27 12.536 14.667 13.812  0.09
F4 10.103 17.200 13.777  0.04
C23 9.280 16.906 12.740  -0.26
C24 7.912 17.275 12.872  0.01
C25 7.114 17.002 11.754  -0.08
C26 7.626 16.627 10.517  -0.11
C27 8.941 16.314 10.436  -0.09
C28 9.829 16.421 11.558  0.00
H28 7.577 17.802 13.723  0.10
H29 6.113 17.330 11.738  0.09
H30 6.940 16.614 9.679  0.10
H31 9.381 16.001 9.455  0.11
H32 10.846 16.191 11.428  0.08

Cartesian forces (eV/Å) of the 3 atoms listed first:
0.198 -0.447 1.297
-0.039 0.977 -0.198
-0.165 -0.649 -0.019

Output
E_HOMO in eV: -8.85
Gap between HOMO and LUMO in Ha: 0.3288
Charge: 0
Lowest unoccupied orbital energy in Ha: 0.00358
Structure (SMILES): C[N+](=O)[O-].C[N+](=O)[O-].C[N+](=O)[O-].C[N+](=O)[O-].Fc1ccccc1.Fc1ccccc1.Fc1ccccc1.Fc1ccccc1
Largest force on an atom in eV Å⁻¹: 3.06
Energy above the lowest of the compared OMol25 structures with the same formula, charge and spin in kcal per mole: 16.7